(1)
{
  "formula": "C28H20N4Pt",
  "method": "wB97M-V/def2-TZVPD",
  "elements": ["Pt", "N", "C", "C", "C", "C", "C", "C", "C", "C", "C", "C", "C", "C", "N", "C", "C", "C", "C", "N", "H", "H", "H", "H", "H", "H", "H", "H", "H", "H", "N", "C", "C", "C", "C", "C", "C", "C", "C", "C", "C", "C", "C", "H", "H", "H", "H", "H", "H", "H", "H", "H", "H"],
  "coordinates": [[-0.791, -0.565, 0.171], [6.611, 6.448, -1.139], [5.774, 5.686, -0.945], [4.721, 4.728, -0.701], [4.416, 3.775, -1.666], [3.409, 2.855, -1.423], [2.703, 2.887, -0.227], [3.011, 3.845, 0.733], [4.020, 4.764, 0.502], [1.626, 1.882, 0.030], [2.036, 0.605, 0.358], [3.356, 0.245, 0.776], [3.270, -0.969, 1.398], [1.905, -1.351, 1.324], [1.178, -0.454, 0.686], [0.308, 2.364, 0.022], [-0.107, 3.709, -0.127], [-1.478, 3.726, 0.009], [-1.854, 2.384, 0.215], [-0.807, 1.563, 0.209], [4.965, 3.757, -2.597], [3.166, 2.108, -2.167], [2.460, 3.865, 1.664], [4.268, 5.508, 1.246], [4.230, 0.868, 0.675], [4.059, -1.535, 1.864], [1.449, -2.237, 1.735], [0.543, 4.551, -0.297], [-2.141, 4.573, -0.034], [-2.866, 2.030, 0.351], [-2.840, -0.509, -0.007], [-3.726, -1.648, -0.182], [-5.020, -1.337, -0.580], [-5.961, -2.328, -0.773], [-5.576, -3.645, -0.576], [-4.281, -3.941, -0.198], [-3.305, -2.956, 0.039], [-1.900, -3.394, 0.319], [-1.710, -4.734, 0.671], [-0.484, -5.359, 0.529], [0.557, -4.642, -0.040], [0.401, -3.283, -0.264], [-0.778, -2.584, 0.027], [-3.057, 0.176, -0.726], [-3.062, -0.067, 0.886], [-5.286, -0.298, -0.737], [-6.966, -2.077, -1.083], [-6.278, -4.450, -0.748], [-3.997, -4.979, -0.126], [-2.547, -5.309, 1.045], [-0.361, -6.396, 0.811], [1.498, -5.125, -0.273], [1.242, -2.730, -0.661]],
  "orbital_gap_ha": 0.2543,
  "multiplicity": 1
}



(2)
{
  "formula": "C2H10NO3",
  "method": "wB97M-V/def2-TZVPD",
  "elements": ["C", "O", "C", "N", "H", "H", "H", "H", "H", "H", "H", "H", "O", "H", "H", "O"],
  "coordinates": [[-0.335, 1.080, -0.223], [-0.470, 0.029, -1.099], [0.961, 0.991, 0.589], [1.012, -0.137, 1.514], [-1.149, 1.109, 0.527], [-0.275, 2.062, -0.734], [1.066, 1.860, 1.224], [1.846, 0.990, -0.041], [0.941, -0.982, 0.954], [0.220, -0.142, 2.148], [0.616, -0.815, -1.340], [2.177, -1.441, -1.191], [1.248, -1.676, -1.149], [-2.706, -1.683, -0.109], [-2.150, -0.446, -0.720], [-3.000, -0.799, -0.350]],
  "de_lowest_kcal_mol": 4.0,
  "orbital_gap_ha": 0.3028,
  "multiplicity": 1,
  "total_charge": -1
}



(3)
{
  "formula": "C3H7ClO2S",
  "method": "wB97M-V/def2-TZVPD",
  "elements": ["C", "C", "C", "O", "O", "S", "Cl", "H", "H", "H", "H", "H", "H", "H"],
  "coordinates": [[1.707, 0.917, -0.997], [-1.033, -0.276, 1.226], [-1.924, -1.007, 0.280], [2.135, -1.183, 0.784], [0.491, -1.636, -1.091], [1.163, -0.696, -0.180], [-3.309, -0.232, -0.422], [0.678, 1.206, -1.382], [2.122, 1.379, -0.189], [2.565, 0.762, -1.651], [-1.104, 0.753, 1.128], [-0.529, -0.719, 2.109], [-2.168, -1.816, 0.902], [-1.379, -1.456, -0.559]],
  "de_lowest_kcal_mol": 63.3,
  "orbital_gap_ha": [0.2975, 0.2871],
  "multiplicity": 1
}



(4)
{
  "formula": "C9H13ClO",
  "method": "wB97M-V/def2-TZVPD",
  "elements": ["C", "C", "C", "C", "C", "C", "C", "C", "C", "O", "Cl", "H", "H", "H", "H", "H", "H", "H", "H", "H", "H", "H", "H", "H"],
  "coordinates": [[1.954, -0.853, -1.219], [-1.581, 1.743, -0.248], [-2.174, 0.345, -0.290], [-0.072, 1.610, -0.599], [-1.450, -0.644, 0.584], [0.704, 0.661, 0.363], [1.886, 0.058, -0.204], [-0.146, -0.584, 0.837], [0.695, -1.581, 1.553], [0.962, -1.490, -1.882], [3.369, 0.725, 0.449], [3.017, -1.227, -1.309], [-2.083, 2.277, -1.083], [-1.794, 2.318, 0.612], [-3.211, 0.418, 0.143], [-2.377, 0.059, -1.357], [-0.105, 1.196, -1.680], [0.536, 2.493, -0.806], [-2.188, -1.502, 0.841], [0.084, -1.450, -1.276], [0.877, 1.085, 1.318], [1.322, -2.179, 0.831], [0.269, -2.327, 2.322], [1.507, -1.150, 2.100]],
  "de_lowest_kcal_mol": 21.9,
  "orbital_gap_ha": 0.3413,
  "multiplicity": 1,
  "smiles": "CC1=CCCC[C@@H]1/C(Cl)=C\\O"
}



(5)
{
  "formula": "C26H30ClN2",
  "method": "wB97M-V/def2-TZVPD",
  "elements": ["C", "C", "C", "C", "C", "C", "C", "C", "C", "C", "C", "H", "H", "H", "H", "H", "H", "H", "H", "H", "H", "H", "H", "H", "H", "H", "C", "N", "C", "H", "C", "C", "C", "Cl", "C", "C", "C", "N", "C", "C", "C", "C", "C", "C", "C", "H", "H", "H", "H", "H", "H", "H", "H", "H", "H", "H", "H", "H", "H"],
  "coordinates": [[-1.469, -1.010, 2.799], [-0.240, -1.502, 2.032], [1.144, -1.663, 2.593], [1.842, -2.870, 2.381], [1.121, -4.131, 1.983], [3.242, -2.851, 2.399], [3.971, -1.675, 2.622], [5.488, -1.661, 2.642], [3.263, -0.479, 2.785], [1.866, -0.462, 2.788], [1.183, 0.876, 2.748], [-2.289, -1.727, 2.644], [-1.304, -0.929, 3.880], [-1.840, -0.046, 2.409], [-0.559, -2.378, 1.467], [1.822, -4.946, 1.781], [0.380, -4.463, 2.739], [0.545, -3.976, 1.058], [3.794, -3.765, 2.142], [5.862, -0.632, 2.762], [5.892, -2.255, 3.481], [5.898, -2.087, 1.713], [3.813, 0.480, 2.817], [1.882, 1.686, 2.962], [0.818, 1.059, 1.722], [0.313, 0.949, 3.415], [-1.157, -1.124, -3.033], [-1.829, -0.018, -2.379], [-1.253, 1.093, -1.848], [-0.004, -0.748, 1.309], [0.135, 1.550, -2.010], [0.390, 2.664, -2.857], [1.709, 3.123, -3.051], [2.020, 4.381, -4.191], [2.768, 2.556, -2.321], [2.513, 1.481, -1.457], [1.222, 0.942, -1.335], [-2.183, 1.648, -1.028], [-1.949, 2.619, 0.026], [-3.454, 1.126, -1.347], [-3.233, 0.074, -2.227], [-4.228, -0.315, -3.129], [-5.319, 0.553, -3.293], [-5.538, 1.604, -2.395], [-4.669, 1.819, -1.317], [-1.907, -1.696, -3.590], [-0.348, -0.760, -3.673], [-0.713, -1.811, -2.294], [-0.439, 3.147, -3.377], [3.767, 2.965, -2.465], [3.343, 1.065, -0.877], [1.045, 0.055, -0.722], [-2.912, 3.068, 0.281], [-1.575, 2.132, 0.946], [-1.210, 3.362, -0.288], [-4.104, -1.247, -3.695], [-6.030, 0.395, -4.107], [-6.418, 2.242, -2.524], [-4.879, 2.514, -0.494]],
  "de_lowest_kcal_mol": 0.0,
  "orbital_gap_ha": 0.2696,
  "multiplicity": 1,
  "total_charge": 1
}



(6)
{
  "formula": "C20H15CeN4OS",
  "method": "wB97M-V/def2-TZVPD",
  "elements": ["Ce", "C", "C", "C", "C", "N", "C", "C", "C", "C", "C", "C", "N", "C", "C", "C", "C", "C", "N", "H", "H", "H", "H", "H", "H", "H", "H", "H", "H", "H", "O", "N", "C", "C", "C", "C", "C", "S", "H", "H", "H", "H"],
  "coordinates": [[-0.703, 0.326, 0.105], [0.084, -0.013, 4.795], [1.464, -0.042, 4.932], [2.251, -0.041, 3.790], [1.652, 0.000, 2.532], [0.304, 0.042, 2.404], [-0.450, 0.028, 3.515], [2.460, -0.005, 1.280], [3.854, -0.058, 1.314], [4.558, -0.074, 0.123], [3.869, -0.042, -1.078], [2.475, 0.012, -1.058], [1.794, 0.037, 0.107], [1.675, 0.037, -2.313], [2.264, -0.062, -3.574], [1.467, -0.056, -4.707], [0.092, 0.039, -4.561], [-0.428, 0.150, -3.280], [0.333, 0.156, -2.176], [-0.563, -0.019, 5.658], [1.929, -0.066, 5.905], [3.321, -0.072, 3.891], [-1.532, 0.047, 3.363], [4.398, -0.086, 2.242], [5.635, -0.113, 0.130], [4.421, -0.055, -2.001], [3.332, -0.146, -3.689], [1.917, -0.126, -5.686], [-0.559, 0.035, -5.422], [-1.504, 0.245, -3.129], [-2.214, -1.034, -0.627], [-3.252, -0.633, -1.370], [-3.886, -1.550, -2.126], [-4.946, -1.209, -2.929], [-5.367, 0.123, -2.970], [-4.712, 1.053, -2.196], [-3.639, 0.676, -1.380], [-2.826, 1.885, -0.432], [-3.499, -2.553, -2.052], [-5.430, -1.977, -3.510], [-6.193, 0.418, -3.594], [-5.001, 2.093, -2.198]],
  "orbital_gap_ha": [0.2760, 0.2764],
  "multiplicity": 2,
  "s2": 0.75,
  "total_charge": 2
}